# 1
DFT (ωB97M-V/def2-TZVPD) results for a structure of composition C6H7ClN2O2 in a non-equilibrium geometry.

Structure (XYZ):
```
18
Properties=species:S:1:pos:R:3:forces:R:3
C -1.007 -1.484 -0.270 0.1822 2.8668 -1.7360
C -1.104 -0.264 -0.914 -0.1910 -2.4215 1.0804
C 0.984 -0.998 1.195 -1.9139 3.2276 -5.1409
C -0.017 -1.726 0.753 -0.3577 -1.0796 2.0573
C -0.242 0.899 -0.496 -2.4986 1.5855 -2.7642
C -1.054 1.606 0.636 0.2947 -1.7649 -1.3585
N 1.031 0.532 -0.058 1.7236 -3.7251 3.8265
N 2.126 0.397 -0.887 -0.1693 1.8664 -0.2814
O 2.947 -0.456 -0.687 0.0064 -1.0699 0.5696
O 2.290 1.319 -1.668 -0.4504 -0.0321 -0.6034
Cl -0.428 -3.143 1.821 0.4372 0.7012 -0.8191
H -1.641 -2.293 -0.535 -0.4672 -0.5208 -0.0491
H -1.913 -0.075 -1.649 0.6725 -0.2933 0.5125
H 1.903 -0.993 1.642 1.6960 -0.1365 1.4100
H -0.254 1.582 -1.436 0.7901 -0.8651 1.6249
H -2.097 1.707 0.284 0.5213 0.0654 0.5090
H -0.591 2.529 0.850 0.3139 1.0807 0.5314
H -0.933 0.861 1.420 -0.5898 0.5154 0.6308
```
Forces are in eV/Å.

Properties
Spin multiplicity: 1
Frontier orbital gap (eV): 9.4
Total charge: 0



# 2
DFT (ωB97M-V/def2-TZVPD) results for the ion C6H7ClNO2S with charge +1 in a non-equilibrium geometry.

Structure (XYZ):
```
18
Properties=species:S:1:pos:R:3:forces:R:3
C -1.042 1.942 -1.723 1.2653 2.0882 -1.3680
C -0.771 1.746 -0.403 -2.0082 0.2511 1.3381
C -0.471 1.318 -2.864 1.3911 -2.4203 -1.1251
C -0.217 0.599 0.044 1.6583 -1.9011 0.2905
C 0.370 0.199 -2.799 -2.1200 1.6731 -3.0854
C 1.381 -2.186 2.162 -0.6164 0.3432 -0.2847
N 0.390 -0.346 0.386 0.0549 0.9579 0.0285
O 0.400 -2.779 -0.331 0.8530 0.2043 0.5020
O -1.172 -1.948 1.367 1.1316 -0.4037 0.4002
S 0.168 -2.066 0.873 -2.8960 -0.6764 -0.3427
Cl 0.831 -0.693 -4.210 -0.1763 0.8931 0.7941
H -1.482 2.899 -2.061 -0.5182 -0.6787 0.8890
H -1.297 2.226 0.449 0.3946 0.3930 -0.9553
H -0.716 1.699 -3.892 0.1371 -0.4026 1.3118
H 0.697 -0.301 -1.962 0.6294 -0.6910 1.7700
H 1.012 -2.590 3.098 -0.5797 -0.6685 -0.3217
H 2.274 -2.684 1.808 0.2173 0.3478 -0.0968
H 1.394 -1.134 2.374 1.1822 0.6906 0.2555
```
Forces are in eV/Å.

Properties
Spin multiplicity: 1
Frontier orbital gap (eV): 7.6
Total charge: +1
SMILES string: CS(=O)(=O)[N+]#C/C=C\C=C\Cl



# 3
DFT (ωB97M-V/def2-TZVPD) results for the molecule C6H7ClS in a non-equilibrium geometry.

Structure (XYZ):
```
15
Properties=species:S:1:pos:R:3:forces:R:3
C -0.824 -0.006 -0.403 -0.4223 -0.3946 0.4541
C -0.188 -1.084 0.505 1.4046 0.5373 -0.6671
C 1.082 -0.334 1.037 -0.5339 0.6639 -0.6206
C 0.736 1.138 0.861 -0.9564 0.0523 0.4419
C -0.391 1.308 0.165 0.6240 -0.2395 0.5063
C -0.411 -0.205 -1.809 1.0524 -0.1422 -2.1194
H -0.839 -1.306 1.339 -0.2590 -0.0517 0.0662
H 0.043 -2.009 -0.061 -0.1710 0.4775 0.4136
H 1.208 -0.556 2.084 0.5371 -0.1799 0.2788
H 1.994 -0.477 0.453 0.0221 -0.6554 0.2013
H 1.318 1.936 1.331 -0.2182 -0.2948 -0.2278
H -0.944 2.211 -0.038 0.2154 0.1551 -0.1619
H -0.749 -1.128 -2.316 -0.1516 0.3540 0.6471
S 0.569 0.731 -2.716 -0.5977 -0.3647 0.7284
Cl -2.604 -0.220 -0.433 -0.5454 0.0827 0.0592
```
Forces are in eV/Å.

Properties
Spin multiplicity: 1
Frontier orbital gap (eV): 8.4
Total charge: 0
SMILES string: S=C[C@]1(Cl)C=CCC1



# 4
DFT (ωB97M-V/def2-TZVPD) results for a structure of composition C6H7ClS in a non-equilibrium geometry.

Structure (XYZ):
```
15
Properties=species:S:1:pos:R:3:forces:R:3
C 1.667 -1.457 0.281 2.1214 -2.7880 1.5692
C 1.004 -0.224 -0.152 -1.2575 1.2322 -0.9885
C 1.485 0.970 -0.446 4.4651 -0.6869 -1.6055
C -0.434 -0.167 -0.177 -0.6068 -2.7171 2.5281
C -1.255 0.812 0.195 -1.6124 1.0227 -1.7089
C -2.700 0.584 0.196 -2.9648 0.9901 0.4274
H 0.812 -2.414 0.265 2.8823 2.7967 0.3949
H 2.752 -1.861 -0.414 -3.5826 1.5139 2.2821
H 2.044 -1.091 1.470 -0.9618 -1.9870 -3.3780
H 0.870 1.699 -0.902 0.0297 0.6085 0.0264
H 2.611 1.029 -0.615 -1.4413 0.4207 0.5383
H -0.922 -1.163 -0.013 0.1029 0.8699 -0.7005
H -3.420 1.493 0.455 2.1095 -1.6257 -0.3565
S -3.571 -0.752 -0.200 0.9016 0.5443 0.2811
Cl -0.943 2.543 0.057 -0.1855 -0.1943 0.6905
```
Forces are in eV/Å.

Properties
Spin multiplicity: 1
Frontier orbital gap (eV): 7.6
Total charge: 0



# 5
DFT (ωB97M-V/def2-TZVPD) results for the molecule C6H7ClS in a non-equilibrium geometry.

Structure (XYZ):
```
15
Properties=species:S:1:pos:R:3:forces:R:3
C 1.412 -0.414 0.817 0.8509 0.3861 0.8658
C 0.120 -1.049 0.428 1.2876 -0.0416 0.6669
C -1.233 -0.406 0.420 -1.1131 -2.9612 1.0016
C -0.691 1.808 -0.561 3.2024 0.7307 -3.6785
C -0.067 0.834 -1.345 -2.8610 1.3110 3.2684
C -0.483 -0.495 -0.835 -0.1850 -3.1300 -3.8955
H 2.271 -1.057 0.367 -1.3235 1.6500 0.7643
H 1.426 0.716 0.632 0.4296 -1.9188 0.1851
H 0.178 -2.089 0.803 -0.6790 0.3806 -1.0927
H -2.062 -1.124 0.718 1.1047 0.9193 -0.7957
H -0.394 2.897 -0.918 -1.3853 -2.0198 1.5974
H 0.417 1.002 -2.270 0.5174 0.1752 -0.5651
H -0.837 -1.183 -1.686 0.6267 0.6992 1.4961
S -1.629 1.184 0.750 -0.6025 3.5885 1.2288
Cl 1.571 -0.624 2.679 0.1300 0.2307 -1.0470
```
Forces are in eV/Å.

Properties
Spin multiplicity: 1
Frontier orbital gap (eV): 8.9
Total charge: 0
SMILES string: ClC[C@@H]1[C@@H]2C=CS[C@@H]21



# 6
DFT (ωB97M-V/def2-TZVPD) results for the molecule C6H7F2NO4 in a non-equilibrium geometry.

Structure (XYZ):
```
20
Properties=species:S:1:pos:R:3:forces:R:3
C -1.154 -0.403 3.239 -2.9734 -2.3066 10.3413
C -1.094 -0.370 1.954 0.6158 -0.9113 -12.9105
C -0.197 0.456 1.179 -2.8384 -0.2693 -1.6959
C 1.261 0.001 -1.646 2.3757 3.0475 -0.2869
C 0.433 1.130 -0.998 -1.9215 0.6643 -0.5725
C -0.394 1.802 -2.242 0.5750 0.3921 4.1626
N 0.650 2.263 -3.279 -1.3984 1.9581 2.4552
O 1.368 3.146 -2.821 -0.0811 -0.9879 -1.1029
O 0.715 1.139 1.520 2.0874 0.8367 2.4639
O 0.576 1.771 -4.350 0.7161 -0.3351 -1.4721
O -0.576 0.528 -0.150 -0.1712 -0.7133 -0.8798
F -1.177 2.858 -1.788 1.4237 -0.7748 -0.9661
F -1.210 0.935 -2.740 -0.6641 -0.8898 -1.2284
H -1.993 -0.948 3.735 0.7714 0.8503 -0.3755
H -0.589 0.222 3.808 1.7293 1.3178 1.7256
H -1.608 -1.169 1.311 0.9004 1.2176 1.0037
H 0.726 -0.733 -2.152 -1.6321 -0.9879 -0.6772
H 1.861 -0.502 -0.914 0.5548 -0.0751 0.4201
H 1.938 0.474 -2.458 -0.6529 -0.8935 1.5424
H 0.820 1.941 -0.287 0.5836 -1.1396 -1.9468
```
Forces are in eV/Å.

Properties
Spin multiplicity: 3
Frontier orbital gap (spin up / spin down) (eV): 6.7 / 7.1
Total charge: 0



# 7
DFT (ωB97M-V/def2-TZVPD) results for the molecule C6H7F3O2 in a non-equilibrium geometry.

Structure (XYZ):
```
18
Properties=species:S:1:pos:R:3:forces:R:3
C 1.668 1.842 1.618 -0.9909 -0.5256 -0.8004
C 0.762 2.165 0.659 3.1780 1.0896 0.7753
C -0.385 0.088 0.023 3.1161 -2.0019 1.5546
C 0.699 -0.814 0.769 -3.1337 -0.5125 -1.5688
C -1.397 -0.618 -0.594 1.1932 4.5891 0.2771
C -1.065 -1.796 -1.452 0.8057 -3.4419 -1.2083
O -0.117 1.466 -0.030 -4.0871 -3.4217 -1.0251
O -2.297 0.200 -1.314 -2.0154 2.4071 1.5426
F -1.992 -2.735 -1.681 -1.3824 0.3221 1.0981
F -0.856 -1.307 -2.648 0.8868 0.8784 -1.3778
F 0.054 -2.690 -1.230 -1.2252 2.1549 0.4800
H 2.538 2.444 1.830 -0.4387 0.6324 0.0500
H 1.694 0.856 2.087 -0.1835 0.9251 0.0778
H 0.778 3.090 0.071 0.5098 0.1687 0.9138
H 0.846 -1.640 0.075 0.5669 0.2348 0.3013
H 0.132 -1.287 1.574 0.5716 0.3127 0.4481
H 1.603 -0.361 1.045 0.6856 0.2037 0.0089
H -2.665 1.100 -0.802 1.9433 -4.0149 -1.5473
```
Forces are in eV/Å.

Properties
Spin multiplicity: 1
Frontier orbital gap (eV): 9.3
Total charge: 0
SMILES string: C=CO/C(C)=C(\O)C(F)(F)F



Which value of spin multiplicity does entry 5 give? 1